[1]
Computed, not measured: a structure of composition C29H36HgN9O in a non-equilibrium geometry, with ωB97M-V with the def2-TZVPD basis set.

The calculation puts the molecular weight at 727.3 g/mol. As for the spin multiplicity: 2. The gap between HOMO and LUMO (alpha / beta) is 5.436 / 7.196 eV. For the lowest unoccupied orbital energy (alpha / beta), the calculation gives 0.4 / 0.0 eV. As for the HOMO energy (alpha / beta): -4.992 / -7.196 eV.

The geometry in XYZ format:
```
76
Properties=species:S:1:pos:R:3:forces:R:3:mulliken_spin:R:1
H 3.75706 -0.65844 -2.83646 0.0 0.3 -0.2 0.003
C -1.83812 -0.32253 2.34070 -0.5 3.5 1.1 -0.018
C -3.20148 1.28427 -2.19226 0.8 -1.6 -0.3 -0.001
H 0.95089 3.25199 -1.79372 0.3 0.5 1.0 0.000
Hg -0.44389 0.57033 -0.44707 0.0 -0.1 0.3 -0.019
N 1.45152 3.35538 0.41569 0.5 -0.4 0.2 0.000
C -2.94034 -1.12674 -1.92053 -0.1 -0.4 -1.2 -0.001
H -4.65677 0.73994 4.11019 0.1 -0.3 -0.5 0.001
C 4.79027 0.42777 2.16321 -1.8 0.7 -1.4 0.001
C 1.83253 -5.41891 1.14207 0.2 -1.3 0.8 0.034
H 3.45765 0.11890 0.49388 -0.7 -1.0 -0.6 0.003
H -3.74940 2.05386 -1.69275 0.0 0.6 0.8 -0.001
C 3.82896 0.93510 1.05560 1.7 2.1 0.7 -0.005
H -0.16620 3.73080 -3.15166 0.9 -1.6 1.0 0.000
N -1.38846 0.90974 1.82729 -1.2 -0.4 0.3 0.089
C 0.21557 2.86911 -2.44871 -0.7 0.2 -2.5 0.000
H -2.60798 -1.95296 -1.30624 0.2 0.1 0.5 0.000
O 4.07435 -0.32656 3.07828 -0.3 -0.4 1.2 -0.001
H -2.15748 2.68930 -3.37080 0.1 -0.3 -0.5 0.000
N -2.87960 0.15727 -1.27671 -1.5 0.4 1.4 -0.002
C 2.44538 -0.36231 -4.54133 -0.9 0.0 0.8 -0.004
C 0.12580 -0.73473 -4.01275 1.5 -0.1 1.2 -0.015
C 2.14282 -4.35740 0.36385 -0.4 0.8 0.1 -0.007
H 0.74160 2.05072 -3.00027 -0.7 0.6 0.0 0.000
H -2.25507 -1.06162 -2.75003 0.1 -0.4 -0.5 0.000
C 1.45671 -3.13856 0.61692 2.7 -0.3 -3.5 0.057
C 1.11955 -0.47058 -4.93789 -2.0 -0.7 -0.9 0.032
C -3.85469 0.14399 -0.15726 -0.9 0.1 -0.6 -0.007
H -3.71430 -0.70157 0.53148 0.6 0.7 0.0 0.004
H 2.45437 -6.28563 0.83485 -1.0 0.0 1.0 0.003
C 1.37964 -1.90360 -0.18036 -0.3 -2.0 1.8 0.114
C -1.57510 3.44228 -1.01194 -0.8 0.0 1.6 -0.007
N 0.37076 -0.98537 -2.69670 1.0 0.1 -0.2 0.030
H -0.91931 -0.80511 -4.18083 -0.7 0.0 -1.1 0.000
H 3.59543 1.36579 4.24443 -0.4 -1.2 -0.3 0.000
H -3.20605 -1.28632 3.50594 -0.4 -0.1 0.7 0.006
H 0.86761 -0.56291 -5.99683 0.0 0.6 0.3 0.003
C 2.75993 -0.57868 -3.25521 -1.4 -1.5 2.1 0.020
H -2.19948 4.00572 -1.71321 0.1 0.4 0.2 0.000
C -3.36565 1.99831 2.94196 1.9 0.2 -2.4 0.067
H -3.93757 2.91420 2.98939 0.2 0.1 0.2 0.006
C -3.81818 0.77042 3.40961 0.4 0.3 1.3 0.021
C 0.56170 -3.04129 1.57723 -3.7 0.5 5.0 0.071
N 2.76663 1.71662 1.74010 0.8 -0.3 -1.2 0.001
H 5.45608 -0.21210 1.68443 1.4 -1.2 -0.6 0.000
C -1.89825 1.81176 -2.76275 0.0 0.3 -0.9 0.002
H 2.89663 -4.60398 -0.37117 -0.1 1.0 -0.4 0.005
H -1.28039 1.08154 -3.33929 -1.0 0.5 0.2 -0.001
C -2.17843 1.96439 2.13891 -1.3 0.3 1.3 -0.028
H -3.91234 0.98053 -2.97987 0.5 -0.2 -0.1 0.000
C 2.08954 0.94939 2.78765 -1.7 1.3 -0.6 -0.010
C 2.10617 2.57131 0.97376 -1.0 0.2 0.4 0.001
H 4.38965 1.62590 0.35635 -0.6 -0.7 0.8 0.000
C 0.91457 -5.34497 2.24646 -0.1 3.2 0.0 0.012
H 2.55792 -0.15605 4.46187 0.5 -0.1 0.2 0.002
C -0.11583 -1.72968 1.56462 0.9 -1.6 -1.4 0.349
H 5.32070 1.24509 2.60796 0.3 0.7 0.5 0.000
H -2.20460 3.12602 -0.11652 0.6 0.1 -1.5 0.004
H 1.50026 0.14881 2.36303 0.2 -0.6 -0.3 0.008
N 0.43705 -1.14914 0.42656 -0.9 2.4 -0.6 -0.008
H -0.76171 4.02894 -0.57986 -0.2 0.1 -0.2 -0.001
N -0.97898 2.33713 -1.75928 1.0 -0.4 1.0 0.011
C 0.29239 -4.06339 2.52336 1.5 -3.1 -1.2 0.005
C -2.98097 -0.27420 3.21811 -0.3 -1.9 -1.0 0.049
H -1.84130 2.93008 1.80517 0.3 0.2 -0.2 0.004
N -1.21144 -1.44252 2.26712 1.4 -1.8 -0.5 -0.006
N 2.14625 -1.72178 -1.21303 -0.6 1.8 -2.6 0.131
H 3.15225 -0.11285 -5.25062 1.5 0.4 -1.4 0.000
H 1.28974 1.60181 3.19238 0.7 -0.2 0.4 -0.001
H -3.95643 -1.40164 -2.28629 0.3 0.4 0.1 0.000
H -4.88799 -0.07045 -0.52563 0.4 0.4 -0.2 0.000
H -3.86676 1.15859 0.27039 0.0 -0.7 0.5 0.004
C 3.10827 0.45922 3.75017 0.2 0.9 0.7 -0.004
C 1.67632 -1.06989 -2.35752 2.3 0.1 0.6 -0.012
H -0.35223 -3.98242 3.39819 0.1 0.3 -0.4 0.005
H 0.82225 -6.10546 2.99418 -0.1 -0.6 -0.1 0.000
```
Forces are in eV/Å.

***

[2]
Computed, not measured: an isolated molecule of C16H17N3O4S in a non-equilibrium geometry, with ωB97M-V with the def2-TZVPD basis set.

The calculation puts the molecular weight at 347.4 g/mol. Its SMILES is CC(=O)N1CCOc2ccc(S(=O)(=O)Nc3cccc(C)n3)cc21. As for the spin multiplicity: 1. The gap between HOMO and LUMO is 9.076 eV. For the lowest unoccupied orbital energy, the calculation gives 0.4 eV. As for the HOMO energy: -8.680 eV. Its energy above the lowest of the compared OMol25 structures with the same formula, charge and spin is 55.5 kcal/mol.

The geometry in XYZ format:
```
41
Properties=species:S:1:pos:R:3:forces:R:3:mulliken_charge:R:1
C 1.35528 3.22277 -0.27758 0.1 -0.1 0.0 -0.586
H -0.31107 -1.56524 -0.89315 -0.1 0.0 -0.2 0.447
H 0.15792 3.64016 -3.01683 0.0 0.1 -0.1 0.360
H -1.80356 -2.77144 -1.86416 0.1 0.0 0.0 0.283
C 0.83428 -1.07161 0.80805 0.5 -0.4 -0.1 0.003
H 2.82511 3.15969 1.28454 0.0 0.0 0.1 0.449
C -0.29056 3.09636 -2.18600 0.1 0.0 0.0 -1.327
H 1.84054 -0.47866 2.58720 0.1 0.1 0.1 0.517
C -0.32365 -1.06665 0.05864 -0.2 0.1 0.1 -0.665
C -3.66449 0.59873 0.19415 -0.2 0.3 0.1 -0.622
O -4.28369 -1.28322 -1.45367 -0.2 -0.1 -0.1 -0.620
H -0.90714 3.79047 -1.61982 -0.1 0.1 0.0 0.371
C -1.45683 -0.39964 0.51750 0.5 -0.1 0.3 -0.030
C -1.31295 0.38843 1.68065 0.2 0.0 -0.1 0.824
C -0.15478 0.32908 2.44481 -0.2 -0.1 -0.1 -0.785
C 2.13754 0.71237 -0.91651 0.1 1.1 0.3 0.057
C 2.36493 2.62748 0.46524 -0.1 -0.1 -0.1 -0.418
H -1.92827 -2.99990 -0.10836 0.1 -0.1 0.0 0.409
C -3.00280 1.74618 0.93223 -0.3 0.0 -0.5 -0.458
O -2.28099 1.27179 2.05225 0.2 -0.4 0.3 -0.502
N 1.17301 1.27656 -1.62885 0.1 -0.4 -0.2 -0.463
H 1.01345 4.22004 -0.04787 -0.1 0.1 0.0 0.413
C -2.48120 -2.76622 -1.01318 -0.2 -0.1 -0.1 -1.307
H 3.55111 0.83085 0.68616 0.1 0.0 0.1 0.591
H -0.90503 2.30124 -2.59901 -0.1 0.0 0.0 0.306
H -2.31714 2.28211 0.26136 0.0 0.0 0.1 0.137
H -4.12903 0.94558 -0.73278 0.0 0.0 0.2 0.436
S 2.29763 -1.72211 0.01504 -0.3 0.0 -0.3 1.133
C 0.92469 -0.42482 2.02345 0.0 0.0 0.1 -0.369
N -2.68637 -0.43591 -0.13850 -0.3 0.4 0.0 0.075
O 2.03018 -2.97327 -0.62534 -0.2 0.1 -0.2 -0.689
H -0.11511 0.91189 3.35071 0.0 0.1 0.1 0.510
H -4.44809 0.15567 0.81959 0.0 0.1 -0.1 0.321
H 2.01233 -0.91563 -2.08424 -0.1 -0.1 0.0 0.426
H -3.23395 -3.53130 -1.19520 0.0 0.1 0.0 0.365
N 2.47286 -0.59707 -1.24255 0.2 -1.0 0.4 -0.243
C 2.77596 1.34784 0.14720 0.0 0.1 -0.2 -0.386
C 0.78959 2.51318 -1.32932 0.0 0.2 0.1 0.472
O 3.41359 -1.61716 0.89940 -0.1 0.3 0.2 -0.635
H -3.75187 2.43765 1.31913 0.1 -0.1 -0.1 0.358
C -3.20895 -1.45252 -0.91858 0.2 -0.2 0.0 0.839
```
Forces are in eV/Å.

***

[3]
Computed, not measured: a structure of composition CH2NO3PS in a non-equilibrium geometry, with ωB97M-V with the def2-TZVPD basis set.

The calculation puts the molecular weight at 139.1 g/mol. As for the spin multiplicity: 1. The gap between HOMO and LUMO (alpha / beta) is 6.534 / 7.544 eV. For the lowest unoccupied orbital energy (alpha / beta), the calculation gives -2.8 / -2.3 eV. As for the HOMO energy (alpha / beta): -9.297 / -9.877 eV. Its energy above the lowest of the compared OMol25 structures with the same formula, charge and spin is 72.6 kcal/mol.

The geometry in XYZ format:
```
9
Properties=species:S:1:pos:R:3:forces:R:3:mulliken_charge:R:1
P -0.62787 -1.10613 0.48554 2.2 -0.1 1.2 0.505
O -1.49045 -1.33435 -0.83258 -1.0 0.3 -0.4 -0.423
S -0.18372 2.05750 0.05089 -0.9 -0.8 0.1 -0.003
O -0.90798 0.27122 1.04914 0.2 2.0 0.3 -0.399
O 0.90981 -1.00558 -0.14162 -2.1 -0.3 0.9 -0.377
H -2.37053 -1.03194 -0.51239 0.2 -0.4 -0.9 0.337
H 0.68645 -1.50688 -0.91636 1.0 -0.6 -1.6 0.305
N 2.54383 1.79876 0.53622 3.0 -0.2 0.5 -0.331
C 1.44047 1.85741 0.28116 -2.5 0.2 -0.1 0.387
```
Forces are in eV/Å.

***

[4]
Computed, not measured: a structure of composition C7H7NO5Sn in a non-equilibrium geometry, with ωB97M-V with the def2-TZVPD basis set.

The calculation puts the molecular weight at 303.8 g/mol. As for the spin multiplicity: 1. The gap between HOMO and LUMO is 7.481 eV. Its net charge is +2. For the lowest unoccupied orbital energy, the calculation gives -9.1 eV. As for the HOMO energy: -16.557 eV. Its energy above the lowest of the compared OMol25 structures with the same formula, charge and spin is 0.0 kcal/mol.

The geometry in XYZ format:
```
21
Properties=species:S:1:pos:R:3:forces:R:3:mulliken_charge:R:1
C -1.25841 1.14943 2.72306 -0.8 0.2 0.1 -0.718
O -2.65895 -2.35065 -1.20833 4.7 3.0 -1.1 -0.081
C 1.19865 0.55048 2.28929 0.6 0.3 0.5 -0.700
O 0.16713 -2.56438 -4.89538 0.0 1.5 1.7 -0.011
C 2.00893 -1.85542 -1.47044 3.3 -2.3 0.9 0.254
H -2.01916 0.35844 2.71927 0.2 0.3 0.4 0.340
C -0.47870 0.43813 0.62189 3.2 -0.1 0.6 -0.005
H 1.89773 1.19385 1.72995 -0.4 -0.2 0.2 0.291
C 0.18963 1.74424 -3.38782 0.3 6.6 -3.6 0.200
O 0.59539 0.13575 -0.07408 -2.0 -0.2 -0.4 -0.659
H -1.70564 2.06192 2.30468 0.1 -0.1 0.5 0.335
O 2.96777 -2.39957 -1.18250 -2.7 1.6 -0.8 -0.035
H 1.52414 -0.49543 2.17027 -0.3 0.4 0.0 0.302
H -1.50914 0.41911 0.21202 0.5 0.3 0.5 0.500
C 0.16984 -1.92214 -3.96348 0.0 -3.2 -3.1 0.130
H -0.83366 1.31190 3.70201 -0.3 0.1 0.3 0.238
H 1.22743 0.81984 3.34212 0.1 0.0 0.0 0.292
N -0.18226 0.74227 1.85261 -1.0 -0.6 -1.4 0.100
O 0.20046 2.75463 -3.93502 -0.1 -3.5 1.9 -0.070
Sn 0.17139 -0.31994 -2.11992 0.3 0.4 1.3 1.034
C -1.67257 -1.77247 -1.43021 -5.7 -4.4 1.5 0.261
```
Forces are in eV/Å.